No. 1
Below is an isolated molecule of C7H15N at a distorted geometry, with properties calculated with ωB97M-V with the def2-TZVPD basis set.

Element x y z (Å)
C  -3.0170  -0.1478  -2.0048
C  -2.0537  0.7514  -1.2586
C  -1.6707  0.0852  0.0976
C  -0.3805  -0.7324  -0.0455
N  1.8072  -0.9714  1.7833
C  1.7621  0.0733  0.8392
C  0.7337  0.2866  -0.0133
C  3.1029  0.7832  0.8205
H  -2.6108  -1.1088  -2.3259
H  -3.3607  0.3785  -2.9194
H  -3.8212  -0.4316  -1.3215
H  -1.1238  0.9886  -1.8559
H  -2.5208  1.6924  -0.9776
H  -1.5780  0.9066  0.8155
H  -2.3920  -0.6656  0.4573
H  -0.3698  -1.5415  0.7176
H  -0.5272  -1.2994  -1.0000
H  1.4947  -1.8899  1.5043
H  2.6432  -0.9883  2.3388
H  0.8411  0.9286  -0.8694
H  3.1238  1.6639  0.1955
H  3.3734  1.1415  1.7927
H  3.8175  0.0609  0.3823

Its structure (SMILES) is CCCC/C=C(/C)N. Its relative energy (zero: lowest compared OMol25 entry of this formula, charge and spin) is 100.4 kJ/mol.

No. 2
Below is an isolated molecule of C7H15N at a distorted geometry, with properties calculated with ωB97M-V with the def2-TZVPD basis set.

Element x y z (Å)
C  0.3167  0.3386  -0.7641
C  -0.2913  -1.0064  -0.5377
C  1.3753  -0.4100  -0.0610
C  -1.9890  1.0555  -0.5324
C  -0.2380  1.7276  1.2583
C  -0.9524  -1.6724  0.6264
C  2.6662  -0.7297  -0.7320
N  -0.4074  1.4532  -0.1597
H  0.5160  0.5312  -1.8202
H  -0.3739  -1.6249  -1.4303
H  1.4523  -0.3818  1.0199
H  -0.4244  0.8803  1.9257
H  -2.4733  1.9369  -0.1041
H  -2.5558  0.2131  -0.1296
H  -2.1018  1.1074  -1.6158
H  0.7774  2.0816  1.4620
H  -0.9297  2.5272  1.5437
H  -0.4964  -2.6459  0.8310
H  2.8166  -1.8126  -0.8114
H  -0.9208  -1.0696  1.5341
H  -2.0012  -1.8836  0.3953
H  3.5082  -0.3175  -0.1635
H  2.7268  -0.2982  -1.7347

Its structure (SMILES) is C[C@H]1C(N(C)C)[C@@H]1C. Its relative energy (zero: lowest compared OMol25 entry of this formula, charge and spin) is 326.2 kJ/mol.

No. 3
Below is a cluster of 2 separate species, C7H15N2 in total at a distorted geometry, with properties calculated with ωB97M-V with the def2-TZVPD basis set.

Element x y z (Å)
C  0.7549  2.0532  0.4991
C  1.3070  0.9437  0.1225
C  -2.9653  -0.2002  0.5613
C  -1.6842  -1.0306  0.3598
C  -2.5053  0.6695  -0.5660
C  2.2774  -0.4767  -1.3533
C  2.4023  -0.8133  1.1660
N  -1.1498  0.0191  -0.5562
N  2.0162  -0.0696  -0.0222
H  1.2054  2.9327  0.9451
H  -0.1979  2.4099  0.3792
H  -3.9963  -0.7724  0.4048
H  -2.8335  0.4199  1.4060
H  -0.9502  -1.2633  1.0985
H  -1.9850  -2.0810  -0.0274
H  -3.1932  0.5339  -1.3794
H  -2.3561  1.8158  -0.5729
H  3.3652  -0.4863  -1.7004
H  1.6864  -1.4034  -1.7264
H  1.9871  0.2456  -2.0959
H  3.4103  -1.0076  1.1333
H  2.4373  -0.3100  2.1312
H  1.7263  -1.7660  1.2061
H  -0.7589  -0.3627  -1.4127

The net charge is +1. Its relative energy (zero: lowest compared OMol25 entry of this formula, charge and spin) is 522.0 kJ/mol.

No. 4
Below is a cluster of 2 separate species, C7H15N2O in total at a distorted geometry, with properties calculated with ωB97M-V with the def2-TZVPD basis set.

Element x y z (Å)
C  0.1661  -2.3295  -0.3869
C  0.0546  -1.6011  -1.4843
C  -0.1918  0.2417  1.0926
C  2.2320  -0.3276  -0.9691
C  -2.4260  1.1697  1.9795
C  0.0147  1.0208  -1.7830
C  0.8629  -0.3921  -1.7400
N  0.6747  1.1107  1.6407
N  -1.4832  0.3566  1.1813
O  -1.0611  1.0390  -1.3946
H  -0.6001  -3.0702  -0.0899
H  0.9797  -2.4138  0.3750
H  -0.7169  -1.7635  -2.2327
H  2.1658  0.6611  -0.5063
H  3.1240  -0.5309  -1.5408
H  2.2058  -0.9338  -0.0951
H  -3.2891  1.2234  1.2723
H  -1.8486  2.1339  1.9430
H  -2.7073  0.7658  3.0042
H  1.1184  -0.5939  -2.7112
H  0.3983  1.9633  -2.2001
H  1.7278  0.9839  1.6655
H  0.3701  2.0131  2.0289
H  -1.9324  -0.2159  0.5115
H  0.1616  -0.5105  0.4393

The net charge is +1. Its relative energy (zero: lowest compared OMol25 entry of this formula, charge and spin) is 367.4 kJ/mol.

No. 5
Below is the ion C7H15N2O2Si with charge -1 at a distorted geometry, with properties calculated with ωB97M-V with the def2-TZVPD basis set.

Element x y z (Å)
C  1.7367  0.6185  -1.2941
C  -0.2401  -2.1547  -1.9693
C  -1.3488  -1.3791  -1.2898
C  0.5599  -1.1053  -2.6955
C  -0.6222  -0.1500  -0.6637
C  -0.0901  0.4910  3.3193
C  -0.2829  2.6176  1.5324
N  0.4756  0.0418  -1.7581
N  -0.6100  -0.1872  0.9031
O  1.5744  1.3293  -0.2474
O  2.6853  0.5314  -2.0224
Si  0.5399  0.8513  1.5431
H  0.4106  -2.7194  -1.2489
H  -0.6358  -2.9769  -2.5942
H  -1.9811  -1.0090  -2.0853
H  -1.9663  -1.9021  -0.5340
H  1.5272  -1.4487  -3.0221
H  -0.0916  -0.8167  -3.4960
H  -1.1817  0.7784  -0.7377
H  -0.4366  1.3990  3.8714
H  -0.9160  -0.1696  3.2129
H  0.7721  -0.0706  3.7852
H  0.4725  3.2296  1.9310
H  -0.6447  2.8986  0.4600
H  -1.1385  2.5397  2.1830
H  -0.4084  -1.1932  1.3261
H  1.8407  -0.0436  1.5910

The net charge is -1. Its relative energy (zero: lowest compared OMol25 entry of this formula, charge and spin) is 8.4 kJ/mol. Its expectation value of S² is 2.01. As for the multiplicity: 3.

No. 6
Below is the ion C7H15N3 with charge +2 at a distorted geometry, with properties calculated with ωB97M-V with the def2-TZVPD basis set.

Element x y z (Å)
C  3.3580  0.5187  0.1877
C  3.2122  -0.8334  0.1290
C  1.3193  0.0801  -0.5034
C  -1.2255  -1.3718  0.5789
C  -1.3075  1.0895  1.1273
C  -0.2147  0.3282  -1.0288
C  -1.2989  0.0431  0.0236
N  2.1690  1.0602  -0.2080
N  1.9397  -1.0788  -0.3026
N  -2.6276  0.1578  -0.7060
H  4.2009  1.1163  0.4745
H  3.9109  -1.6134  0.3594
H  -1.2087  -2.1183  -0.2122
H  -0.3403  -1.4970  1.1954
H  -2.0741  -1.5775  1.2253
H  -0.3792  1.0582  1.6901
H  -1.4268  2.0943  0.7310
H  -2.1105  0.9034  1.8357
H  -0.2413  1.3656  -1.3549
H  -0.3248  -0.3286  -1.8919
H  1.9934  2.0554  -0.2800
H  1.5598  -2.0037  -0.4624
H  -3.3999  0.0638  -0.0282
H  -2.7481  -0.5838  -1.4115
H  -2.7355  1.0718  -1.1680

Its structure (SMILES) is CC(C)([NH3+])Cc1[nH]cc[nH+]1. The net charge is +2. Its relative energy (zero: lowest compared OMol25 entry of this formula, charge and spin) is 0.0 kJ/mol.

No. 7
Below is an isolated molecule of C7H15N3O2 at a distorted geometry, with properties calculated with ωB97M-V with the def2-TZVPD basis set.

Element x y z (Å)
C  -0.6951  -0.7456  -0.7147
C  0.2898  0.5503  -0.2894
C  0.1279  -2.0458  -0.7180
C  -1.3111  -0.7125  -2.1045
C  1.4281  0.5124  -1.3022
C  -0.4635  1.8674  -0.2967
C  1.0082  0.8013  3.1074
N  -1.7146  -0.8226  0.2779
N  0.8699  0.1909  0.9338
N  -1.4377  -0.6894  1.4499
O  -1.8937  -0.8365  2.5325
O  0.7147  1.2571  1.8766
H  -0.6227  -2.9832  -0.9108
H  0.6103  -2.1204  0.3060
H  0.9141  -1.9892  -1.4798
H  -1.9846  -1.6966  -2.3020
H  -0.5409  -0.8465  -2.8704
H  -2.0586  0.0904  -2.3034
H  2.3301  -0.0366  -0.9400
H  1.9058  1.4435  -1.2968
H  1.0282  0.2565  -2.4037
H  -1.5618  1.7912  -0.1708
H  -0.2791  2.4218  -1.2387
H  -0.0174  2.4131  0.5506
H  0.5466  -0.2185  3.2546
H  0.7611  1.4718  3.9044
H  2.0458  0.6759  3.1482

Its relative energy (zero: lowest compared OMol25 entry of this formula, charge and spin) is 676.6 kJ/mol.

No. 8
Below is the ion C7H15N6O2 with charge +1 at a distorted geometry, with properties calculated with ωB97M-V with the def2-TZVPD basis set.

Element x y z (Å)
C  1.7500  0.5720  0.4043
C  0.0516  2.2098  -0.3984
C  3.5713  -0.7834  0.7128
C  -2.2475  1.7378  -0.3413
C  -0.6751  -0.0462  0.3143
C  2.1814  -1.2008  -1.2402
C  -3.1944  -0.1895  0.9049
N  -0.4726  -1.4895  0.5711
N  -0.9640  -2.5836  -0.0413
N  0.3914  0.7286  0.0932
N  2.4756  -0.5651  0.0618
N  -1.9855  0.4220  0.2488
N  -1.1222  2.2174  -1.1624
O  0.6877  -1.7950  1.1852
O  -1.7972  -2.4606  -0.9143
H  2.2316  1.2085  1.1834
H  0.8189  -2.7466  1.2194
H  0.0280  2.9096  0.5298
H  0.8755  2.6384  -1.0122
H  3.6937  -0.0933  1.6514
H  4.2980  -1.4970  0.3317
H  -3.1068  1.8182  -1.0177
H  -2.4706  2.5028  0.3573
H  1.2224  -0.8248  -1.7060
H  2.9200  -0.9852  -1.9940
H  2.3650  -2.3551  -1.1332
H  -2.8674  -0.7382  1.7423
H  -3.8167  0.6110  1.1694
H  -3.7645  -0.9219  0.3084
H  -1.0777  1.6993  -2.0286

The net charge is +1. Its relative energy (zero: lowest compared OMol25 entry of this formula, charge and spin) is 669.4 kJ/mol.